1.
{
  "formula": "C42H55N10O",
  "method": "wB97M-V/def2-TZVPD",
  "energy_ha": -2256.1018,
  "max_force_ev_per_a": 1.54,
  "total_charge": -1,
  "species": ["C", "C", "C", "C", "C", "N", "C", "O", "H", "H", "H", "H", "H", "H", "H", "H", "H", "H", "N", "C", "C", "C", "C", "H", "H", "H", "H", "H", "N", "C", "C", "C", "C", "H", "H", "H", "H", "H", "N", "C", "C", "C", "C", "H", "H", "H", "H", "H", "N", "C", "C", "C", "C", "H", "H", "H", "H", "H", "N", "C", "C", "C", "C", "H", "H", "H", "H", "H", "N", "C", "C", "C", "C", "H", "H", "H", "H", "H", "N", "C", "C", "C", "C", "H", "H", "H", "H", "H", "N", "C", "C", "C", "C", "H", "H", "H", "H", "H", "N", "C", "C", "C", "C", "H", "H", "H", "H", "H"],
  "xyz": [[0.132, -1.381, 1.234], [1.521, -1.725, 0.660], [1.621, -1.395, -0.848], [1.142, -2.610, -1.672], [3.024, -0.958, -1.266], [2.952, 0.585, -1.643], [2.147, 0.808, -2.507], [1.164, 0.991, -3.150], [0.201, -0.863, 2.186], [-0.477, -2.274, 1.332], [-0.408, -0.725, 0.554], [2.270, -1.115, 1.152], [1.732, -2.776, 0.825], [0.877, -0.610, -1.006], [0.656, -3.346, -1.034], [1.966, -3.098, -2.186], [0.415, -2.303, -2.420], [3.269, -1.475, -2.194], [6.270, 0.777, -1.168], [7.254, 0.243, -1.940], [8.449, 0.802, -1.552], [8.162, 1.715, -0.501], [6.806, 1.668, -0.293], [5.284, 0.555, -1.224], [7.026, -0.489, -2.696], [9.415, 0.582, -1.975], [8.863, 2.333, 0.036], [6.170, 2.190, 0.398], [-3.137, 0.105, 1.859], [-4.061, -0.242, 0.915], [-4.826, -1.254, 1.431], [-4.339, -1.526, 2.740], [-3.297, -0.669, 2.973], [-2.438, 0.814, 1.744], [-4.092, 0.255, -0.040], [-5.639, -1.747, 0.923], [-4.707, -2.267, 3.431], [-2.657, -0.549, 3.830], [2.151, -6.323, -0.867], [1.184, -6.675, -1.766], [0.431, -7.672, -1.205], [0.965, -7.929, 0.087], [2.023, -7.078, 0.265], [2.844, -5.611, -1.014], [1.113, -6.185, -2.721], [-0.411, -8.160, -1.667], [0.610, -8.650, 0.804], [2.692, -6.945, 1.097], [-6.869, -4.303, 3.692], [-6.778, -5.064, 2.556], [-6.924, -6.375, 2.918], [-7.111, -6.407, 4.328], [-7.074, -5.115, 4.775], [-6.791, -3.302, 3.725], [-6.616, -4.608, 1.594], [-6.898, -7.218, 2.249], [-7.256, -7.280, 4.942], [-7.175, -4.704, 5.765], [-10.203, -3.740, 2.696], [-11.144, -2.832, 2.296], [-12.372, -3.429, 2.402], [-12.160, -4.748, 2.889], [-10.810, -4.908, 3.061], [-9.213, -3.580, 2.720], [-10.861, -1.846, 1.971], [-13.317, -2.972, 2.159], [-12.911, -5.493, 3.089], [-10.230, -5.745, 3.409], [1.906, 4.723, 1.333], [2.486, 5.531, 0.389], [2.311, 4.933, -0.831], [1.594, 3.724, -0.618], [1.364, 3.620, 0.725], [1.881, 4.908, 2.317], [2.971, 6.452, 0.664], [2.657, 5.321, -1.774], [1.291, 3.009, -1.362], [0.865, 2.858, 1.298], [5.834, 5.493, 1.967], [6.852, 4.962, 1.227], [8.016, 5.560, 1.627], [7.685, 6.487, 2.655], [6.330, 6.421, 2.842], [4.868, 5.237, 1.873], [6.655, 4.214, 0.482], [8.996, 5.356, 1.229], [8.363, 7.127, 3.193], [5.681, 6.951, 3.517], [-1.611, 2.001, -3.056], [-2.594, 2.931, -3.239], [-3.804, 2.301, -3.093], [-3.532, 0.935, -2.807], [-2.168, 0.786, -2.791], [-0.619, 2.169, -3.106], [-2.352, 3.957, -3.455], [-4.772, 2.766, -3.181], [-4.252, 0.152, -2.635], [-1.548, -0.077, -2.614], [4.465, 5.524, -4.226], [5.784, 5.738, -4.508], [5.921, 7.035, -4.924], [4.629, 7.629, -4.887], [3.754, 6.671, -4.450], [4.078, 4.657, -3.901], [6.510, 4.952, -4.388], [6.843, 7.507, -5.218], [4.374, 8.642, -5.148], [2.692, 6.707, -4.280]],
  "mulliken_charge": [-0.8287, -1.0819, 1.9524, -1.4905, -1.3858, -0.3364, 0.6997, -0.6718, 0.3602, 0.3215, 0.1569, 0.4274, 0.3470, -0.4673, 0.3972, 0.3765, 0.1514, -0.0847, 0.1696, -0.2984, -0.8343, -0.4243, -0.6395, 0.3962, 0.4026, 0.3883, 0.4225, 0.6242, 0.1246, -0.6868, -0.2029, 0.0338, -0.9303, 0.1749, 0.3109, 0.3995, 0.3999, 0.3655, 0.0154, -0.4666, -0.4103, -0.3851, -0.5170, 0.2194, 0.3825, 0.4049, 0.3911, 0.3708, 0.1609, -0.4979, -0.4300, -0.4853, -0.5530, 0.2072, 0.3663, 0.4114, 0.4114, 0.4006, 0.1204, -0.5687, -0.3727, -0.5971, -0.2500, 0.2130, 0.3564, 0.3853, 0.3850, 0.3377, 0.0566, -0.9599, -0.2891, -0.1901, -0.9706, 0.1930, 0.5457, 0.5187, 0.4839, 0.5383, 0.0863, -0.5346, -0.5162, -0.5620, -0.3990, 0.2220, 0.5159, 0.4135, 0.3780, 0.3634, 0.1715, -0.6809, -0.3992, -0.8008, -0.2003, 0.2343, 0.3916, 0.4004, 0.5186, 0.4258, 0.0587, -0.5570, -0.3799, -0.4805, -0.4054, 0.1753, 0.4106, 0.3903, 0.3998, 0.3877]
}

***

2.
{
  "formula": "C4H12NO",
  "method": "wB97M-V/def2-TZVPD",
  "energy_ha": -289.2830,
  "max_force_ev_per_a": 5.82,
  "relative_energy_ev": 2.4989,
  "total_charge": 1,
  "species": ["C", "N", "C", "C", "C", "H", "H", "H", "H", "H", "H", "H", "H", "H", "H", "H", "H", "O"],
  "xyz": [[0.514, -1.077, -1.179], [-0.885, -0.622, -1.777], [-1.825, -0.647, -0.543], [-0.940, 0.040, 0.506], [0.607, -0.233, 0.188], [1.484, -0.925, -1.809], [0.273, -2.115, -0.936], [-0.702, 0.317, -2.206], [-1.110, -1.209, -2.474], [-2.742, 0.036, -0.899], [-1.979, -1.789, -0.385], [-1.082, -0.279, 1.649], [-1.127, 1.126, 0.367], [1.034, 0.774, -0.140], [1.371, -0.885, 0.898], [1.929, 3.036, 3.008], [3.013, 2.283, 2.661], [2.165, 2.167, 3.069]],
  "nbo_charge": [-0.2389, -0.5131, -0.2252, -0.4676, -0.4198, 0.2663, 0.2138, 0.4311, 0.4189, 0.2641, 0.2453, 0.2840, 0.2330, 0.2275, 0.2795, 0.4584, 0.4613, -0.9187]
}

***

3.
{
  "formula": "C40H34BF3INNbO8",
  "method": "wB97M-V/def2-TZVPD",
  "energy_ha": -2880.5054,
  "max_force_ev_per_a": 2.01,
  "total_charge": -1,
  "species": ["C", "C", "O", "B", "O", "Nb", "C", "C", "O", "I", "C", "C", "O", "C", "F", "F", "F", "C", "C", "C", "N", "C", "C", "H", "H", "H", "H", "H", "H", "H", "H", "H", "H", "H", "H", "H", "H", "H", "H", "H", "H", "C", "C", "C", "C", "C", "C", "C", "O", "C", "C", "C", "C", "C", "C", "C", "O", "H", "H", "H", "H", "H", "H", "H", "H", "C", "C", "C", "C", "C", "C", "C", "O", "C", "C", "C", "C", "C", "C", "C", "O", "H", "H", "H", "H", "H", "H", "H", "H"],
  "xyz": [[-7.435, 0.655, 3.747], [-6.059, 0.139, 3.359], [-5.198, 1.253, 3.139], [-3.925, 1.114, 2.655], [-3.328, 2.304, 2.287], [-2.511, -0.753, 2.304], [-1.916, -0.309, 0.119], [-2.485, -1.155, -0.915], [-3.574, -1.256, -1.369], [-0.941, -2.544, -1.786], [-1.942, -2.904, 2.716], [-2.878, -3.874, 3.402], [-2.458, -5.208, 3.092], [-2.935, -3.691, 4.941], [-2.750, -4.876, 5.594], [-4.143, -3.241, 5.341], [-2.010, -2.849, 5.439], [-0.684, 0.272, 3.207], [-0.736, 0.922, 4.451], [0.388, 1.534, 4.994], [1.572, 1.562, 4.384], [1.650, 0.949, 3.207], [0.582, 0.301, 2.592], [-8.185, -0.118, 3.551], [-7.688, 1.548, 3.172], [-7.493, 0.891, 4.813], [-6.107, -0.477, 2.456], [-5.637, -0.485, 4.154], [-3.993, 3.006, 2.272], [-3.288, -0.949, 3.927], [-4.048, -1.499, 1.623], [-2.305, 0.707, -0.057], [-0.829, -0.285, 0.046], [-0.985, -2.888, 3.251], [-1.804, -3.284, 1.691], [-3.905, -3.728, 3.049], [-3.141, -5.823, 3.378], [-1.662, 0.949, 5.020], [0.333, 2.023, 5.963], [2.623, 0.982, 2.719], [0.760, -0.182, 1.635], [9.023, 5.891, 0.820], [8.572, 4.647, 0.390], [7.383, 4.133, 0.876], [6.639, 4.858, 1.799], [7.097, 6.100, 2.239], [8.288, 6.616, 1.742], [6.335, 6.890, 3.252], [6.733, 7.975, 3.623], [5.079, 6.295, 3.786], [4.372, 6.987, 4.761], [3.197, 6.458, 5.268], [2.719, 5.239, 4.800], [3.418, 4.543, 3.829], [4.602, 5.064, 3.323], [5.350, 4.285, 2.295], [4.939, 3.228, 1.872], [9.951, 6.293, 0.435], [9.152, 4.080, -0.326], [7.012, 3.171, 0.550], [8.622, 7.583, 2.091], [4.757, 7.935, 5.110], [2.649, 6.997, 6.031], [1.801, 4.822, 5.192], [3.048, 3.592, 3.473], [1.870, -4.002, -9.853], [1.344, -5.199, -10.328], [0.145, -5.677, -9.830], [-0.533, -4.963, -8.848], [0.000, -3.769, -8.364], [1.200, -3.289, -8.874], [-0.689, -2.990, -7.289], [-0.229, -1.943, -6.891], [-1.955, -3.552, -6.738], [-2.595, -2.882, -5.704], [-3.776, -3.382, -5.180], [-4.326, -4.550, -5.694], [-3.694, -5.224, -6.725], [-2.504, -4.733, -7.248], [-1.833, -5.493, -8.338], [-2.315, -6.506, -8.799], [2.806, -3.628, -10.246], [1.874, -5.759, -11.088], [-0.283, -6.603, -10.189], [1.594, -2.359, -8.487], [-2.155, -1.979, -5.304], [-4.259, -2.863, -4.363], [-5.248, -4.938, -5.281], [-4.105, -6.137, -7.133]],
  "mulliken_charge": [-1.3113, 0.1602, -0.4113, 0.6629, -0.4290, -1.1341, -0.5979, 0.1595, -0.5007, -0.2279, -0.7823, 0.0139, -0.5632, 0.8604, -0.3262, -0.2673, -0.2678, 1.1560, -0.4538, -0.4346, -0.5329, -0.5209, -0.2724, 0.3699, 0.3177, 0.2920, 0.1934, 0.0889, 0.2832, 0.1205, -0.0259, 0.3163, 0.4223, 0.4227, 0.3542, 0.1853, 0.3294, 0.2946, 0.3800, 0.4092, 0.3141, -0.4589, -0.4826, -0.5032, 0.1323, 0.1442, -0.5647, 0.5989, -0.6753, 0.4770, -0.6340, -0.5004, -0.4653, -0.6542, 0.1316, 0.5080, -0.6423, 0.3910, 0.3935, 0.4821, 0.4668, 0.4685, 0.3867, 0.4687, 0.4960, -0.4595, -0.4626, -0.5631, 0.2217, 0.1814, -0.5668, 0.5840, -0.6525, 0.3364, -0.7864, -0.5650, -0.5348, -0.5700, 0.2439, 0.6059, -0.6719, 0.3944, 0.3864, 0.4666, 0.4805, 0.5766, 0.4760, 0.4038, 0.4635]
}